(1)
The following is a quantum chemistry calculation of C4H9N3O2 in the gas phase in a non-equilibrium geometry, from the Open Molecules 2025 dataset.

Atoms and positions in Å:
O: -1.44918 -1.03446 -1.02048
C: -2.15535 -0.66088 0.26797
C: -1.29564 0.34274 0.98710
N: -0.82486 1.59995 0.26741
C: 0.20464 1.60262 -0.62799
N: 1.37380 1.14884 -0.59432
C: 2.09063 0.34317 0.34973
N: 1.88326 -1.00676 0.53950
O: 0.96111 -1.70124 -0.26443
H: -0.55642 -1.53964 -0.77186
H: -2.38988 -1.56229 0.80453
H: -3.12431 -0.15505 -0.10750
H: -1.88141 0.49606 1.90842
H: -0.31070 -0.32357 1.17328
H: -1.57746 2.48178 0.15810
H: -0.10906 2.52330 -1.34714
H: 3.04881 0.75712 0.98221
H: 0.71390 -2.75220 0.13018

## Properties
HOMO level: -0.323 Eh
E_LUMO: 0.416 eV
HOMO-LUMO gap: 9.216 eV
SMILES: OCCN/C=N\C=N/O
energy above the lowest of the compared OMol25 structures with the same formula, charge and spin: 152.5 kcal/mol

(2)
The following is a quantum chemistry calculation of 6 unconnected molecules or ions with the total composition H12O6 in a non-equilibrium geometry, from the Open Molecules 2025 dataset.

Atoms and positions in Å:
O: -0.42504 -0.51849 -0.96633
H: -0.77257 0.40240 -1.23589
H: -0.02369 -0.34043 -0.11989
O: 0.35937 1.22775 1.65388
H: 0.14667 1.09569 2.57814
H: 0.75201 2.16083 1.63825
O: 0.71549 -1.65750 -3.05061
H: 0.62577 -1.70596 -2.04496
H: 1.59311 -1.45954 -3.35652
O: 3.63952 3.13982 -0.51795
H: 3.41367 2.34399 -0.04459
H: 2.88401 3.73059 -0.81403
O: -3.34822 0.26779 1.51931
H: -2.95134 0.24143 2.43941
H: -2.72238 -0.01361 0.85599
O: -1.09216 -2.62617 0.47740
H: -1.27150 -3.18448 1.24129
H: -1.52271 -3.10411 -0.25292

## Properties
HOMO level: -0.381 Eh
E_LUMO: -0.012 eV
HOMO-LUMO gap: 10.360 eV
SMILES: O.O.O.O.O.O
energy above the lowest of the compared OMol25 structures with the same formula, charge and spin: 49.6 kcal/mol

(3)
The following is a quantum chemistry calculation of C4H3NO2 in the gas phase in a non-equilibrium geometry, from the Open Molecules 2025 dataset.

Atoms and positions in Å:
O: 2.46851 -0.03522 -0.31473
C: 1.32118 -0.24570 0.08267
C: 0.43919 1.05938 0.24848
C: -0.96788 1.01721 -0.00411
O: -1.36523 -0.36942 -0.21802
C: -0.60366 -1.37461 -0.13468
N: 0.69443 -1.51026 0.34356
H: 0.90643 1.94067 0.08002
H: -1.65174 1.79757 0.03595
H: -1.24122 -2.27963 -0.11915

## Properties
HOMO level: -0.361 Eh
E_LUMO: -0.036 eV
HOMO-LUMO gap: 9.782 eV
SMILES: O=c1ccocn1
energy above the lowest of the compared OMol25 structures with the same formula, charge and spin: 68.4 kcal/mol

(4)
The following is a quantum chemistry calculation of C5H3NO2 in the gas phase in a non-equilibrium geometry, from the Open Molecules 2025 dataset.

Atoms and positions in Å:
C: -1.43599 1.89955 0.03468
C: -0.86147 0.82810 0.15523
C: 0.02321 -0.32748 0.18924
O: 0.50867 -0.61455 1.44084
C: -0.79636 -1.53075 -0.14787
N: -1.75825 -2.24297 -0.22000
C: 1.28327 -0.17878 -0.73584
O: 2.35195 -0.24488 -0.15242
H: -1.91301 2.77672 -0.12191
H: 1.51789 -0.43551 1.42720
H: 1.08008 0.07056 -1.86917

## Properties
HOMO level: -0.404 Eh
E_LUMO: -0.331 eV
HOMO-LUMO gap: 10.665 eV
SMILES: C#C[C@@](O)(C#N)C=O
energy above the lowest of the compared OMol25 structures with the same formula, charge and spin: 67.2 kcal/mol